--- P ---
{"formula": "C7H9N", "method": "wB97M-V/def2-TZVPD", "homo_lumo_gap_ev": 8.689, "lumo_ev": 1.1, "homo_energy_ev": -7.63, "smiles": "CNc1ccccc1", "elements": ["C", "N", "C", "C", "C", "C", "C", "C", "H", "H", "H", "H", "H", "H", "H", "H", "H"], "xyz": [[-0.8522, -0.1155, -2.5373], [-0.5078, 0.7608, -1.4504], [-0.0978, 0.3502, -0.2014], [-0.4807, -0.8847, 0.3330], [-0.0299, -1.2900, 1.5784], [0.8067, -0.4778, 2.3324], [1.1523, 0.7701, 1.8277], [0.6968, 1.1869, 0.5898], [-0.8483, -1.1382, -2.1750], [-0.1617, -0.0180, -3.3835], [-1.8418, 0.1116, -2.9411], [-0.2735, 1.7094, -1.6849], [-1.1492, -1.5534, -0.1916], [-0.3442, -2.2245, 2.0185], [1.1838, -0.7893, 3.2936], [1.7791, 1.4459, 2.3969], [0.9687, 2.1564, 0.1951]], "mulliken_charge": [-0.811, -0.260, 1.018, -0.362, -0.584, -0.547, -0.464, -0.580, 0.284, 0.275, 0.255, 0.186, 0.261, 0.348, 0.378, 0.332, 0.271]}

--- Q ---
{"formula": "C7H9N", "method": "wB97M-V/def2-TZVPD", "homo_lumo_gap_ev": 8.634, "lumo_ev": 0.3, "homo_energy_ev": -8.29, "smiles": "C1=C[C@@H]2C[C@@H]2C=NC1", "elements": ["C", "C", "C", "C", "C", "C", "C", "H", "H", "H", "H", "H", "H", "H", "H", "H", "N"], "xyz": [[1.8147, 0.0338, 0.7451], [1.3579, -0.7982, -0.3393], [-0.9573, -1.0695, 0.5210], [-2.0096, -0.0214, 0.1719], [1.1613, 0.6939, -0.5048], [-0.2004, 1.4483, -0.0089], [-0.0963, -1.2228, -0.4102], [1.1851, 0.2485, 1.6216], [2.9981, 0.1823, 1.0842], [1.8970, -1.1307, -1.1789], [-0.3944, -0.7339, 1.5082], [-2.3820, 0.1482, 1.1877], [-3.1090, -0.4825, -0.2530], [2.0745, 1.0702, -1.0703], [0.0240, 1.8045, 1.0894], [-0.3844, -1.3617, -1.3808], [-1.1900, 0.8386, -0.5224]], "mulliken_charge": [-0.745, -0.342, -0.318, -0.280, 0.111, -0.289, -0.217, 0.165, 0.218, 0.413, 0.180, 0.273, 0.269, 0.346, 0.288, 0.363, -0.437]}

--- R ---
{"formula": "C7H9N", "method": "wB97M-V/def2-TZVPD", "homo_lumo_gap_ev": 10.190, "lumo_ev": 0.9, "homo_energy_ev": -9.31, "smiles": "[H]/N=C(C)/C(C)=C/C#C", "elements": ["C", "C", "C", "C", "C", "N", "C", "C", "H", "H", "H", "H", "H", "H", "H", "H", "H"], "xyz": [[-2.0737, 1.0396, -0.7690], [0.8181, -0.8617, 1.5272], [-1.3928, -0.0921, -0.0375], [0.2716, -0.3688, 0.2560], [0.6505, 0.0989, -0.8747], [-2.1220, -0.9858, 0.5059], [2.3850, 0.2754, -0.9050], [3.5576, 0.1556, -0.6161], [-3.1126, -0.9560, 0.2450], [0.2814, 0.4404, -1.8270], [-3.1018, 1.1876, -0.4279], [-1.5756, 1.9970, -0.5951], [-2.0248, 0.8372, -1.8430], [0.0576, -0.8614, 2.3131], [1.6026, -0.1927, 1.8895], [1.2259, -1.8675, 1.3933], [4.5532, 0.1544, -0.2345]], "mulliken_charge": [-1.444, -1.061, 0.539, 0.675, -0.376, -0.665, -0.577, -0.078, 0.229, 0.293, 0.425, 0.350, 0.332, 0.362, 0.359, 0.260, 0.377]}

--- S ---
{"formula": "C7H9N", "method": "wB97M-V/def2-TZVPD", "homo_lumo_gap_ev": 10.338, "lumo_ev": 0.9, "homo_energy_ev": -9.45, "smiles": "c1ccncc1.C=C", "elements": ["C", "C", "C", "C", "C", "C", "C", "H", "H", "H", "H", "H", "H", "H", "H", "H", "N"], "xyz": [[0.1449, 1.1270, 2.6374], [0.4715, 2.3442, 2.5280], [-1.3974, -0.0648, -1.4185], [-1.3019, -1.3952, -1.2771], [-0.1180, -2.1774, -1.2630], [0.9996, -1.3670, -1.6165], [0.8706, 0.0552, -1.6999], [-0.8503, 0.5652, 2.5462], [0.8338, 0.5583, 3.1940], [-0.0322, 3.2784, 2.1525], [1.6332, 2.3398, 2.7803], [-2.4394, 0.5039, -1.5471], [-2.2375, -2.0205, -1.1505], [-0.1391, -3.2583, -1.0671], [2.0178, -1.8058, -1.5977], [1.8555, 0.6424, -1.6062], [-0.3110, 0.6745, -1.5949]], "mulliken_charge": [-0.454, -0.351, -0.110, -0.153, -0.281, -0.339, -0.056, 0.212, 0.209, 0.241, 0.141, 0.263, 0.241, 0.384, 0.296, 0.276, -0.517]}

Of them, P has the highest stability.

--- P ---
{"formula": "C18H17N3O2S", "method": "wB97M-V/def2-TZVPD", "homo_lumo_gap_ev": 8.522, "lumo_ev": 0.6, "homo_energy_ev": -7.93, "smiles": "COc1ccccc1Nc1ccc(C(=O)NCc2cccs2)cn1", "elements": ["C", "H", "O", "C", "C", "C", "C", "C", "C", "N", "C", "N", "C", "C", "C", "C", "H", "H", "C", "O", "N", "H", "C", "C", "C", "C", "C", "S", "H", "H", "H", "H", "H", "H", "H", "H", "H", "H", "H", "H", "H"], "xyz": [[-0.2491, 1.1531, 4.3133], [-0.5870, 2.1727, 4.0998], [-0.8492, 0.2170, 3.4537], [-2.2046, 0.0702, 3.4831], [-3.0579, 0.7854, 4.3124], [-4.4189, 0.5243, 4.3215], [-4.9458, -0.4610, 3.5089], [-4.1091, -1.1673, 2.6633], [-2.7464, -0.9030, 2.6189], [-1.9350, -1.6509, 1.7625], [-0.8786, -1.2193, 1.0214], [-0.0898, -2.1905, 0.5539], [0.9463, -1.8585, -0.1856], [1.2673, -0.5492, -0.5389], [0.4187, 0.4609, -0.0738], [-0.6666, 0.1324, 0.7037], [-1.3515, 0.8876, 1.0524], [0.6150, 1.4998, -0.3014], [2.4747, -0.3165, -1.3665], [3.4191, -1.0835, -1.3815], [2.4629, 0.8324, -2.0979], [1.5990, 1.3389, -2.2070], [3.5201, 1.1311, -3.0442], [3.1273, 0.7587, -4.4366], [3.1683, -0.4731, -5.0116], [2.6569, -0.4863, -6.3291], [2.2275, 0.7343, -6.7345], [2.4353, 1.9290, -5.5156], [1.8002, 1.0167, -7.6761], [2.6149, -1.3667, -6.9449], [3.5546, -1.3388, -4.5045], [4.3825, 0.5351, -2.7317], [3.7630, 2.1959, -2.9845], [1.5669, -2.6741, -0.5316], [-2.0719, -2.6518, 1.7452], [-4.5070, -1.9367, 2.0184], [-6.0025, -0.6775, 3.5270], [-5.0610, 1.0899, 4.9792], [-2.6652, 1.5402, 4.9751], [0.8198, 1.0811, 4.1193], [-0.4433, 0.9177, 5.3647]], "mulliken_charge": [-1.000, 0.386, -0.335, 0.995, -0.595, -0.694, -0.670, -0.500, 0.126, -0.046, 0.228, -0.719, -0.531, 0.644, -0.840, -0.073, 0.483, 0.402, 0.336, -0.658, -0.118, 0.288, -1.122, 0.425, -0.350, -0.569, -0.404, -0.144, 0.428, 0.379, 0.467, 0.370, 0.424, 0.448, 0.306, 0.448, 0.369, 0.383, 0.412, 0.265, 0.356]}

--- Q ---
{"formula": "C18H17N3O2S", "method": "wB97M-V/def2-TZVPD", "homo_lumo_gap_ev": 7.991, "lumo_ev": 0.0, "homo_energy_ev": -8.02, "smiles": "Cc1cc(C)cc(NC(=O)CSc2ccc(-c3ccco3)nn2)c1", "elements": ["C", "C", "C", "C", "C", "C", "C", "H", "N", "C", "O", "C", "H", "H", "S", "C", "N", "N", "C", "C", "C", "H", "H", "C", "C", "C", "C", "O", "H", "H", "H", "H", "H", "C", "H", "H", "H", "H", "H", "H", "H"], "xyz": [[-1.3106, -4.0428, -0.1123], [-2.1599, -2.8070, -0.0956], [-3.5119, -2.8840, -0.4097], [-4.3170, -1.7542, -0.4021], [-3.7628, -0.5244, -0.0743], [-2.4139, -0.4332, 0.2412], [-1.6169, -1.5763, 0.2296], [-0.5674, -1.4928, 0.4769], [-1.7867, 0.7689, 0.5830], [-2.2917, 2.0192, 0.6044], [-3.4296, 2.3492, 0.3517], [-1.2404, 3.0529, 1.0213], [-1.7450, 3.9813, 1.2868], [-0.6230, 2.6971, 1.8444], [-0.1181, 3.5152, -0.3415], [1.1053, 2.2724, -0.2893], [0.9491, 1.2415, 0.5287], [1.8278, 0.2895, 0.5882], [2.9223, 0.3187, -0.1598], [3.1688, 1.3892, -1.0520], [2.2370, 2.3878, -1.1209], [2.3397, 3.2378, -1.7765], [4.0606, 1.4064, -1.6572], [3.8383, -0.7904, -0.0279], [5.0601, -1.0304, -0.6164], [5.5015, -2.2699, -0.1135], [4.5236, -2.6946, 0.7388], [3.5240, -1.8130, 0.7954], [4.4356, -3.5789, 1.3388], [6.4153, -2.7739, -0.3514], [5.5786, -0.4052, -1.3138], [-0.7847, 0.6875, 0.7797], [-4.3734, 0.3631, -0.0650], [-5.7776, -1.8613, -0.7219], [-6.3277, -2.1923, 0.1595], [-5.9488, -2.5864, -1.5149], [-6.1774, -0.8983, -1.0285], [-3.9416, -3.8426, -0.6647], [-0.2833, -3.8113, 0.1573], [-1.6985, -4.7784, 0.5912], [-1.3182, -4.4950, -1.1034]], "mulliken_charge": [-1.593, 0.570, -0.631, 0.822, -0.808, 0.736, -0.880, 0.438, 0.064, 0.631, -0.652, -0.804, 0.449, 0.379, -0.152, 0.620, -0.385, -0.670, 0.721, -0.481, -0.681, 0.401, 0.331, 0.367, -0.494, -0.472, -0.467, -0.285, 0.469, 0.447, 0.407, 0.123, 0.605, -1.570, 0.297, 0.377, 0.355, 0.399, 0.321, 0.343, 0.350]}

--- R ---
{"formula": "C18H17N3O2S", "method": "wB97M-V/def2-TZVPD", "homo_lumo_gap_ev": 7.442, "lumo_ev": 0.1, "homo_energy_ev": -7.32, "elements": ["C", "N", "C", "N", "C", "C", "H", "H", "S", "C", "H", "H", "C", "O", "N", "C", "C", "C", "C", "C", "C", "H", "H", "O", "C", "C", "C", "C", "C", "C", "H", "H", "H", "H", "H", "H", "H", "H", "H", "H", "H"], "xyz": [[-3.3455, -2.1019, 1.2392], [-3.7195, -1.5902, -0.0980], [-4.3728, -0.3237, -0.3457], [-4.7585, -0.2673, -1.6080], [-4.2927, -1.4986, -2.3739], [-3.7912, -2.2554, -1.2705], [-3.3401, -3.2412, -1.2761], [-4.4350, -1.3971, -3.4058], [-4.9431, 0.7744, 0.8467], [-4.1101, 2.1485, 0.1052], [-4.3059, 3.2312, 0.8251], [-4.8167, 2.4933, -0.8977], [-2.6621, 1.7801, -0.3593], [-2.1960, 2.4750, -1.2387], [-2.0218, 1.2444, 0.5736], [-0.7784, 0.7261, 0.7964], [-0.2284, -0.1263, 1.8296], [0.9708, -0.5500, 1.8837], [1.9648, -0.2124, 0.6523], [1.3824, 0.4318, -0.2793], [0.0942, 0.9196, -0.5099], [-0.3202, 1.5650, -1.1267], [2.0530, 0.6184, -1.1970], [3.0205, -0.8808, 0.9516], [4.1748, -0.1890, -0.0641], [4.4448, 1.0385, 0.0763], [5.5330, 1.3296, -0.4775], [6.5420, 0.8182, -0.9709], [6.2468, -0.7490, -0.7197], [5.2027, -1.2624, -0.2053], [5.0251, -2.1763, -0.2333], [7.0597, -1.4137, -1.3105], [7.4390, 1.0933, -1.3568], [5.6375, 2.4557, -0.5671], [3.5701, 1.6215, 0.4652], [1.3995, -0.8530, 2.6934], [-0.8916, -0.0942, 2.4551], [-2.5469, 1.0297, 1.7929], [-3.8072, -1.4476, 1.9833], [-3.8538, -3.0013, 1.3820], [-2.2231, -2.1630, 1.3401]], "mulliken_charge": [-1.037, 0.259, 0.562, -0.604, -0.655, -0.181, 0.404, 0.411, -0.201, -0.646, 0.290, 0.319, 0.349, -0.648, -0.055, 0.843, -1.228, -1.334, 0.732, -0.037, -1.671, 0.977, 0.145, -0.535, 0.885, 0.249, -0.448, -0.989, -0.291, -1.087, 0.633, 0.166, 0.575, 0.153, 0.521, 0.636, 1.130, 0.347, 0.352, 0.460, 0.248]}

--- S ---
{"formula": "C18H17N3O2S", "method": "wB97M-V/def2-TZVPD", "homo_lumo_gap_ev": 7.789, "lumo_ev": -0.3, "homo_energy_ev": -8.05, "smiles": "Cc1cc(C)cc(N2CN=c3s/c(=C\\c4ccco4)c(=O)n3C2)c1", "elements": ["C", "C", "C", "C", "C", "C", "C", "H", "N", "C", "N", "C", "O", "C", "C", "C", "C", "C", "C", "O", "H", "H", "H", "H", "S", "C", "N", "C", "H", "H", "H", "H", "H", "C", "H", "H", "H", "H", "H", "H", "H"], "xyz": [[1.0403, 3.5253, 2.1232], [-0.2209, 2.7384, 1.9303], [-1.4068, 3.3752, 1.5977], [-2.5844, 2.6574, 1.4338], [-2.5633, 1.2838, 1.6118], [-1.3827, 0.6259, 1.9423], [-0.2139, 1.3598, 2.0969], [0.7166, 0.8656, 2.3337], [-1.4459, -0.7790, 2.1347], [-1.7744, -1.5367, 0.9648], [-0.5775, -1.7177, 0.1376], [-0.5701, -1.7705, -1.2301], [-1.5595, -1.6834, -1.9211], [0.8121, -1.9581, -1.7091], [1.0901, -2.0601, -3.0255], [2.3624, -2.2480, -3.6314], [3.6393, -2.3819, -3.1202], [4.4923, -2.5465, -4.2266], [3.6896, -2.5019, -5.3310], [2.4123, -2.3238, -4.9859], [3.9104, -2.5831, -6.3772], [5.5543, -2.6795, -4.2087], [3.9187, -2.3642, -2.0875], [0.2462, -1.9913, -3.7009], [1.9404, -2.0202, -0.3669], [0.6317, -1.7874, 0.7911], [0.8165, -1.6807, 2.0335], [-0.3505, -1.4064, 2.8436], [-0.0399, -0.7714, 3.6751], [-0.7069, -2.3589, 3.2591], [-2.5226, -1.0337, 0.3483], [-2.1488, -2.5266, 1.2598], [-3.4746, 0.7141, 1.5047], [-3.8567, 3.3521, 1.0526], [-3.9618, 3.3641, -0.0328], [-4.7194, 2.8367, 1.4680], [-3.8566, 4.3816, 1.4025], [-1.4148, 4.4475, 1.4632], [1.0486, 4.4075, 1.4872], [1.1152, 3.8566, 3.1596], [1.9150, 2.9189, 1.9000]], "mulliken_charge": [-1.587, 0.242, -0.734, 0.668, -0.652, 0.593, -0.304, 0.548, 0.100, -1.132, 0.121, 0.451, -0.659, 0.169, -0.326, 0.484, -0.290, -0.707, -0.333, -0.360, 0.450, 0.438, 0.437, 0.438, -0.376, 0.852, -0.557, -0.933, 0.492, 0.331, 0.455, 0.196, 0.498, -1.538, 0.292, 0.377, 0.395, 0.398, 0.391, 0.305, 0.369]}

Of them, P has the highest stability.

--- P ---
{"formula": "C4H10O2S", "method": "wB97M-V/def2-TZVPD", "homo_lumo_gap_ev": 9.954, "lumo_ev": 0.6, "homo_energy_ev": -9.32, "smiles": "O=CCCCS.O", "elements": ["O", "C", "C", "C", "C", "S", "H", "H", "H", "H", "H", "H", "H", "H", "H", "H", "O"], "xyz": [[-0.7398, 4.4011, -1.5962], [-0.0918, 3.5572, -0.8651], [0.4388, 2.0158, -1.2587], [-0.1179, 1.0806, -0.1206], [0.4607, -0.3887, -0.2730], [-0.1242, -1.2746, 1.2989], [0.0171, 3.7993, 0.2215], [1.4931, 2.4064, -1.2429], [-0.0442, 1.6348, -2.1726], [0.1027, 1.5485, 0.7978], [-1.2853, 1.1591, -0.3793], [1.4563, -0.3380, -0.5438], [-0.1637, -0.7747, -1.0243], [0.3206, -0.5598, 2.3255], [-0.2546, -5.5917, 0.2510], [0.7788, -6.7470, 0.5340], [0.1683, -6.1177, 1.0404]], "mulliken_charge": [-0.498, 0.003, -0.413, -0.714, -0.684, -0.221, 0.298, 0.328, 0.302, 0.486, 0.233, 0.433, 0.337, 0.109, 0.326, 0.326, -0.652]}

--- Q ---
{"formula": "C4H10O2S", "method": "wB97M-V/def2-TZVPD", "homo_lumo_gap_ev": 9.710, "lumo_ev": 0.4, "homo_energy_ev": -9.29, "smiles": "O=CCCCS.O", "elements": ["O", "C", "C", "C", "C", "S", "H", "H", "H", "H", "H", "H", "H", "H", "H", "H", "O"], "xyz": [[0.6178, 1.6180, -2.7051], [-0.3983, 1.1258, -2.3334], [-0.5664, 0.4409, -0.9888], [0.4655, 0.7652, 0.0370], [0.3334, 0.0124, 1.3626], [1.3533, 0.5778, 2.7427], [-1.3637, 1.2074, -2.8645], [-1.5574, 0.7954, -0.6597], [-0.7870, -0.6206, -1.1654], [0.4064, 1.8298, 0.2872], [1.4779, 0.5498, -0.3022], [-0.6951, -0.1330, 1.6971], [0.7517, -0.9941, 1.2354], [0.7999, 1.7746, 2.8958], [-3.3866, -3.9847, -0.7670], [-1.7743, -3.9363, -0.7925], [-2.5780, -4.1751, -1.2447]], "mulliken_charge": [-0.454, -0.023, -0.515, -0.189, -0.821, -0.205, 0.324, 0.313, 0.248, 0.298, 0.229, 0.414, 0.291, 0.096, 0.322, 0.312, -0.637]}

Of them, Q has the highest stability.